Model 1:
{
  "formula": "C20H31N5O4",
  "method": "wB97M-V/def2-TZVPD",
  "e_lumo_ev": 0.50,
  "homo_ev": -9.406,
  "total_charge": 0,
  "elements": ["C", "H", "C", "C", "H", "H", "O", "C", "C", "H", "H", "H", "H", "O", "O", "C", "N", "C", "C", "N", "C", "H", "C", "H", "N", "C", "C", "H", "C", "C", "H", "H", "C", "H", "H", "H", "H", "H", "H", "H", "H", "C", "H", "C", "N", "H", "C", "C", "H", "H", "C", "H", "H", "H", "H", "H", "H", "N", "H", "O"],
  "positions_angstrom": [[1.90, 0.39, -0.27], [-1.98, -3.23, 5.63], [-0.67, 2.01, -3.86], [-1.55, -3.73, 4.77], [-2.69, 3.40, -0.66], [1.51, 1.87, -1.75], [-2.46, 3.31, -2.98], [0.50, -4.51, 6.22], [1.26, 2.49, -6.66], [-0.34, 4.66, -3.80], [1.46, 0.49, 1.79], [1.84, 3.37, -3.94], [2.91, 0.78, -0.13], [1.72, 1.79, -7.54], [0.99, 2.53, 0.14], [-0.58, -2.74, 2.68], [-1.30, 2.08, -1.48], [2.05, 3.64, -6.07], [0.19, -1.63, 2.41], [-0.01, 2.31, -6.20], [0.05, 4.28, -4.74], [-1.70, 2.51, 0.52], [-0.65, 2.96, -5.06], [-3.03, 1.70, -0.32], [-0.29, -1.67, 4.62], [0.68, -1.27, 1.07], [-0.62, -4.85, 5.21], [-1.06, 1.04, -4.18], [1.56, 4.10, -4.71], [-0.37, 0.99, -1.18], [-2.37, -4.12, 4.16], [-1.93, -5.42, 6.86], [0.34, -1.00, 3.67], [-1.55, -6.82, 5.84], [1.95, -0.45, -0.97], [1.97, 4.46, -6.79], [-0.32, 0.28, -2.00], [0.21, -3.67, 6.85], [1.50, -4.33, 5.83], [0.44, 3.24, -0.21], [0.35, 1.83, -3.52], [-1.56, 2.53, -2.74], [3.10, 3.34, -6.06], [-2.24, 2.45, -0.42], [1.41, -0.12, 0.99], [-1.69, 3.18, -5.33], [-1.17, -5.88, 6.22], [0.21, -5.87, 6.91], [-0.94, -3.51, 2.02], [0.24, -5.90, 8.00], [1.03, 1.50, -0.84], [-0.48, 1.54, -6.63], [0.87, -0.10, 3.93], [-0.21, -5.35, 4.34], [-0.21, 5.01, -5.52], [2.05, 5.04, -4.43], [0.85, -6.66, 6.52], [-0.85, -2.72, 3.99], [-0.78, 0.45, -0.33], [0.45, -1.96, 0.09]]
}

***

Model 2:
{
  "formula": "C20H31N5O4",
  "method": "wB97M-V/def2-TZVPD",
  "e_lumo_ev": 0.37,
  "homo_ev": -8.592,
  "total_charge": 0,
  "elements": ["H", "C", "H", "O", "H", "H", "H", "C", "H", "H", "H", "C", "H", "C", "H", "C", "C", "C", "C", "H", "N", "H", "H", "H", "C", "H", "C", "N", "C", "C", "O", "C", "C", "O", "H", "H", "H", "H", "H", "H", "H", "H", "N", "N", "H", "C", "C", "H", "H", "C", "H", "H", "H", "C", "O", "C", "H", "N", "H", "C"],
  "positions_angstrom": [[0.40, 5.35, -0.89], [-0.05, -1.36, 2.29], [-1.76, -5.11, 0.86], [2.86, -1.10, 4.50], [2.32, 4.65, 0.30], [0.50, 1.61, -0.18], [3.64, -0.33, 1.76], [-2.60, -2.67, -1.77], [-3.50, 3.02, -2.71], [3.40, 3.79, -0.79], [-2.05, -0.17, -1.63], [1.30, 3.38, -1.15], [0.76, -4.33, 0.67], [-3.12, -1.54, -2.65], [-0.90, -3.41, 2.45], [-2.28, 1.58, -3.93], [-2.80, 2.20, -2.65], [0.11, 4.30, -0.86], [0.89, 1.91, -1.15], [-0.69, 4.15, -1.58], [2.80, 2.70, 0.79], [1.74, 1.26, -1.40], [1.05, -3.53, 3.94], [-0.95, -0.98, 2.78], [2.49, 3.70, -0.21], [0.95, -2.65, 0.16], [2.28, 1.24, 2.38], [1.09, -1.52, 3.19], [3.53, 1.56, 0.52], [1.19, -2.96, 3.02], [-0.85, -1.33, -0.76], [1.91, -0.70, 3.85], [-3.26, 0.84, -3.07], [-3.84, -1.83, -3.59], [-1.26, 1.22, -3.93], [-2.11, 2.25, -1.82], [-0.30, 4.09, 0.14], [-2.63, 1.98, -4.88], [0.56, 0.99, 3.61], [-4.26, 0.72, -3.44], [0.11, 1.74, -1.89], [0.16, -0.76, 1.40], [-2.81, -0.28, -2.29], [-0.92, -3.50, -0.19], [-0.84, -5.56, -0.58], [0.27, -3.35, 0.64], [-0.02, -2.89, 2.06], [-2.45, -4.84, -0.74], [2.13, -3.28, 2.56], [1.63, 0.78, 3.65], [-3.44, -2.96, -1.14], [1.64, 3.62, -2.16], [2.06, 1.31, 4.51], [-1.53, -4.82, -0.17], [4.25, 1.41, -0.45], [3.20, 0.65, 1.62], [1.87, 3.24, 2.49], [1.90, 2.47, 1.84], [-2.41, -3.51, -2.44], [-1.38, -2.43, -0.88]]
}

***

model 1 comes first in stability; the runner-up is 34.4 kcal/mol higher.

***

Model 1:
{
  "formula": "CH4S2",
  "method": "wB97M-V/def2-TZVPD",
  "e_lumo_ev": -1.49,
  "homo_ev": -9.192,
  "total_charge": 0,
  "elements": ["H", "C", "S", "H", "S", "H", "H"],
  "positions_angstrom": [[0.20, -2.55, -0.15], [0.74, -2.03, 0.56], [1.79, -0.84, -0.32], [-0.19, 1.90, -0.14], [-0.80, 2.33, -1.17], [0.48, -1.50, 1.46], [-2.21, 2.70, -0.23]]
}

***

Model 2:
{
  "formula": "CH4S2",
  "method": "wB97M-V/def2-TZVPD",
  "e_lumo_ev": -0.79,
  "homo_ev": -9.067,
  "total_charge": 0,
  "elements": ["H", "H", "S", "C", "S", "H", "H"],
  "positions_angstrom": [[-2.16, 1.12, 1.17], [1.64, -0.26, -0.05], [1.39, -1.53, -1.85], [0.82, -0.63, -0.68], [-1.18, 0.64, 1.64], [-0.07, 0.10, -0.78], [-0.44, 0.56, 0.55]]
}

***

model 2 comes first in stability; the runner-up is 30.3 kcal/mol higher.

***

Model 1:
{
  "formula": "C4H16NO3",
  "method": "wB97M-V/def2-TZVPD",
  "e_lumo_ev": -2.68,
  "homo_ev": -14.465,
  "total_charge": 1,
  "elements": ["H", "O", "C", "C", "H", "C", "N", "O", "H", "C", "H", "H", "H", "H", "H", "H", "H", "O", "H", "H", "H", "H", "H", "H"],
  "positions_angstrom": [[-2.78, 0.44, 0.05], [0.90, -0.20, 2.79], [0.33, -0.83, -0.14], [-0.10, -2.19, 0.46], [-1.51, 1.49, 0.70], [-1.76, 0.48, 0.41], [-0.80, 0.01, -0.67], [-0.17, 3.14, -0.94], [-0.10, 4.05, -0.61], [1.38, -0.93, -1.22], [-0.50, -2.81, -0.37], [0.55, -0.67, 3.56], [-0.44, 0.82, -1.19], [-0.17, 3.25, -1.89], [0.55, -0.07, 0.61], [-1.67, -0.15, 1.35], [-1.53, -0.45, -1.22], [1.46, 0.38, -1.85], [-0.85, -1.96, 1.20], [2.40, -1.12, -0.94], [1.16, -1.58, -2.08], [0.61, 0.71, 2.91], [0.73, -2.65, 0.98], [2.31, 0.83, -1.91]]
}

***

Model 2:
{
  "formula": "C4H16NO3",
  "method": "wB97M-V/def2-TZVPD",
  "e_lumo_ev": -2.76,
  "homo_ev": -14.547,
  "total_charge": 1,
  "elements": ["H", "H", "H", "C", "O", "H", "H", "H", "H", "O", "H", "O", "C", "H", "H", "H", "H", "N", "C", "H", "H", "C", "H", "H"],
  "positions_angstrom": [[-0.77, -2.61, 0.67], [0.08, 1.82, 2.77], [1.23, -1.42, 0.60], [1.07, 0.24, 2.04], [0.02, 1.20, 2.04], [-2.13, -2.53, -0.40], [0.82, -0.58, 2.72], [-1.47, -0.23, 1.02], [2.11, -0.02, 0.15], [0.87, -1.55, -3.01], [0.47, -0.94, -3.64], [-0.72, 2.83, -0.48], [-1.25, -0.61, 0.01], [-0.72, 3.33, 0.35], [0.04, 1.09, -0.28], [-1.41, 3.20, -1.05], [-0.56, -2.33, -1.10], [0.08, 0.06, -0.30], [1.19, -0.34, 0.62], [2.02, 0.68, 2.35], [0.37, -0.20, -1.24], [-1.15, -2.09, -0.21], [0.73, -2.40, -3.46], [-1.94, -0.08, -0.65]]
}

***

model 2 comes first in stability; the runner-up is 19.9 kcal/mol higher.

***

Model 1:
{
  "formula": "C8H7N3S",
  "method": "wB97M-V/def2-TZVPD",
  "e_lumo_ev": 0.53,
  "homo_ev": -8.633,
  "total_charge": 0,
  "elements": ["C", "C", "N", "C", "H", "S", "H", "H", "N", "H", "C", "H", "H", "C", "N", "C", "C", "C", "H"],
  "positions_angstrom": [[1.63, 0.19, 1.32], [1.94, 1.98, -0.23], [-3.62, -2.97, 0.81], [2.18, 1.41, 1.02], [0.57, 1.81, -1.95], [0.07, -2.00, 0.52], [-1.84, -0.41, 0.92], [2.61, 2.01, 1.78], [-1.08, -1.48, -0.75], [1.67, -0.15, 2.33], [1.06, 1.38, -1.07], [-2.98, -0.33, -0.53], [2.29, 3.05, -0.21], [0.80, -0.40, 0.39], [-0.48, -0.46, -1.56], [-3.05, -2.08, 0.41], [-2.19, -0.95, 0.06], [0.49, 0.22, -0.76], [-0.08, -0.83, -2.48]]
}

***

Model 2:
{
  "formula": "C8H7N3S",
  "method": "wB97M-V/def2-TZVPD",
  "e_lumo_ev": 0.14,
  "homo_ev": -8.945,
  "total_charge": 0,
  "elements": ["H", "C", "H", "N", "C", "S", "H", "N", "H", "C", "C", "C", "C", "H", "C", "H", "N", "C", "H"],
  "positions_angstrom": [[1.51, -2.36, -0.30], [2.83, 1.32, -0.22], [3.93, -1.87, -0.23], [0.44, 1.96, -0.27], [-4.00, 0.63, 0.58], [-0.74, -0.21, -0.33], [-6.69, -0.39, -0.84], [-0.70, 1.46, -0.31], [3.17, 2.35, -0.19], [-4.94, 0.05, -0.11], [1.87, -1.35, -0.28], [1.45, 1.06, -0.26], [0.98, -0.28, -0.29], [-3.73, 0.27, 1.55], [3.69, 0.26, -0.21], [4.75, 0.43, -0.18], [-5.70, -0.58, -0.81], [3.22, -1.06, -0.24], [-3.45, 1.46, 0.19]]
}

***

model 2 comes first in stability; the runner-up is 13.4 kcal/mol higher.

***

Model 1:
{
  "formula": "C12H18NS",
  "method": "wB97M-V/def2-TZVPD",
  "e_lumo_ev": [-4.81, -3.75],
  "homo_ev": [-9.946, -11.871],
  "total_charge": 1,
  "elements": ["H", "H", "C", "H", "H", "C", "H", "H", "H", "C", "C", "S", "N", "H", "C", "H", "H", "H", "C", "C", "H", "C", "H", "C", "H", "H", "C", "H", "H", "H", "C", "C"],
  "positions_angstrom": [[0.10, 2.99, 1.12], [-1.34, -3.69, -0.47], [-0.86, 1.29, 1.27], [-0.58, -3.28, 1.15], [1.58, 3.58, 0.45], [-2.35, -1.96, 0.30], [-3.08, -2.41, -0.37], [-0.01, 1.36, 1.98], [-1.44, 0.31, 1.59], [2.03, -1.90, -0.24], [3.71, -0.42, -0.09], [2.38, 0.62, 0.16], [0.60, 3.36, 0.30], [-2.18, 2.04, -1.08], [-1.04, -1.59, -0.48], [-1.63, 2.20, 1.22], [0.24, 2.54, -1.64], [-2.72, -1.35, 1.04], [-0.49, 1.05, -0.18], [0.49, 2.21, -0.67], [1.49, -2.77, -0.17], [1.29, -0.72, -0.17], [-1.03, -1.76, -1.54], [3.40, -1.78, -0.15], [0.06, 4.22, 0.15], [4.63, -0.03, 0.08], [-1.81, 1.04, -0.95], [4.13, -2.57, -0.01], [-2.66, 0.32, -0.63], [-1.70, 0.58, -1.98], [-1.15, -2.93, 0.27], [-0.07, -0.55, -0.24]]
}

***

Model 2:
{
  "formula": "C12H18NS",
  "method": "wB97M-V/def2-TZVPD",
  "e_lumo_ev": -4.20,
  "homo_ev": -12.520,
  "total_charge": 1,
  "elements": ["C", "C", "H", "C", "H", "C", "C", "C", "H", "H", "H", "S", "C", "C", "H", "H", "N", "H", "H", "H", "C", "H", "C", "H", "H", "H", "C", "C", "H", "H", "H", "H"],
  "positions_angstrom": [[0.28, 1.39, 1.22], [1.72, -0.39, 1.06], [2.02, -0.23, 2.11], [0.31, -0.90, 0.96], [0.59, 1.95, 2.09], [0.02, -2.25, 0.27], [1.57, 0.96, 0.48], [-0.34, -1.44, -0.86], [1.05, 1.65, -1.57], [-0.75, -2.85, 0.74], [-0.83, -1.29, 3.27], [-0.29, -0.30, -3.81], [-1.62, 1.32, -2.15], [1.40, 0.67, -1.02], [-2.07, -1.83, -2.03], [0.84, -0.90, -3.37], [-1.51, -1.21, -1.46], [2.39, 1.59, 0.70], [0.19, 0.11, 3.61], [-2.70, 1.23, -2.48], [-0.71, -0.18, 3.14], [2.37, -1.03, 0.61], [-0.83, 0.01, -2.16], [-1.07, 2.02, -2.94], [-1.51, 0.29, 1.10], [-1.50, 0.34, 3.76], [-0.55, 0.15, 1.61], [0.28, -0.26, -1.16], [-0.29, 2.06, 0.53], [-1.83, 1.88, -1.18], [2.44, 0.27, -1.30], [0.96, -2.85, 0.21]]
}

***

model 2 comes first in stability; the runner-up is 53.3 kcal/mol higher.

***

Model 1:
{
  "formula": "C6H7NO",
  "method": "wB97M-V/def2-TZVPD",
  "e_lumo_ev": 0.62,
  "homo_ev": -8.485,
  "total_charge": 0,
  "elements": ["H", "C", "H", "C", "H", "N", "H", "H", "C", "O", "C", "C", "H", "C", "H"],
  "positions_angstrom": [[2.07, 1.52, 0.44], [2.04, -0.40, -0.35], [-2.65, -0.48, -1.43], [-1.42, -1.04, 0.46], [-0.79, 1.71, -1.56], [1.50, 0.56, 0.28], [0.06, -0.75, 2.04], [3.15, -0.29, -0.68], [-0.92, 0.93, -0.83], [1.37, -1.26, -0.80], [-1.72, -0.14, -0.74], [0.06, 0.70, 0.51], [-2.04, -1.94, 0.27], [-0.27, -0.60, 1.03], [-0.43, 1.47, 1.36]]
}

***

Model 2:
{
  "formula": "C6H7NO",
  "method": "wB97M-V/def2-TZVPD",
  "e_lumo_ev": 0.15,
  "homo_ev": -9.479,
  "total_charge": 0,
  "elements": ["H", "N", "H", "C", "C", "H", "C", "C", "H", "O", "H", "C", "C", "H", "H"],
  "positions_angstrom": [[1.78, -0.87, -0.50], [-1.96, -2.04, 2.40], [-0.21, -0.05, -2.68], [0.61, 0.05, -1.97], [0.93, -1.02, -1.25], [1.04, 1.00, -1.76], [-1.53, -0.29, 0.52], [-0.88, 1.02, 0.94], [-1.01, 1.15, 2.04], [-2.52, -0.67, -1.67], [0.20, 0.99, 0.63], [-2.03, -0.49, -0.63], [-1.77, -1.26, 1.55], [-1.38, 1.84, 0.44], [0.37, -2.10, -1.42]]
}

***

Model 3:
{
  "formula": "C6H7NO",
  "method": "wB97M-V/def2-TZVPD",
  "e_lumo_ev": [-0.51, -0.38],
  "homo_ev": [-8.061, -7.316],
  "total_charge": 0,
  "elements": ["C", "C", "H", "O", "H", "N", "C", "H", "C", "H", "H", "H", "H", "C", "C"],
  "positions_angstrom": [[-2.63, -0.56, -0.59], [0.43, 0.97, 0.69], [-1.41, 1.87, 1.19], [0.31, -1.93, 0.60], [0.38, -2.84, 0.28], [1.27, -1.25, -0.15], [-1.82, 0.26, -0.02], [-2.97, -0.45, -1.61], [-0.97, 1.04, 0.65], [0.91, 1.78, 1.22], [-3.03, -1.41, -0.06], [3.11, 0.08, -1.19], [2.64, 1.71, -0.46], [2.45, 0.67, -0.57], [1.34, 0.07, 0.01]]
}

***

Model 4:
{
  "formula": "C6H7NO",
  "method": "wB97M-V/def2-TZVPD",
  "e_lumo_ev": 0.53,
  "homo_ev": -7.972,
  "total_charge": 0,
  "elements": ["C", "H", "C", "C", "H", "H", "C", "H", "N", "H", "O", "H", "H", "C", "C"],
  "positions_angstrom": [[1.77, 0.01, 0.15], [1.97, 0.02, 1.25], [-1.49, 1.24, -0.05], [-0.18, 1.77, -0.14], [0.14, 2.75, -0.12], [-2.28, 2.03, 0.27], [1.08, -1.35, -0.19], [2.63, 0.32, -0.44], [0.51, 0.66, -0.27], [0.99, -2.06, 0.73], [-2.70, -0.93, -0.08], [1.52, -1.83, -1.10], [-2.25, -1.93, 0.39], [-1.52, -0.19, -0.10], [-0.20, -0.50, -0.30]]
}

***

model 2 comes first in stability; the runner-up is 13.6 kcal/mol higher.

***

Model 1:
{
  "formula": "C3H7NOS2",
  "method": "wB97M-V/def2-TZVPD",
  "e_lumo_ev": 0.48,
  "homo_ev": -8.524,
  "total_charge": 0,
  "elements": ["H", "N", "O", "H", "H", "H", "H", "S", "S", "H", "H", "C", "C", "C"],
  "positions_angstrom": [[0.48, 1.10, 1.52], [1.85, -2.19, -0.17], [3.16, -0.56, 0.70], [1.60, -2.46, -1.10], [-0.15, -0.43, 1.23], [0.70, -0.01, -1.31], [-2.50, -0.96, 0.27], [-2.61, 0.03, -0.62], [-1.31, 1.43, 0.10], [2.35, -2.95, 0.26], [1.88, 1.05, -0.46], [2.19, -0.89, 0.07], [1.20, 0.21, -0.36], [0.13, 0.48, 0.69]]
}

***

Model 2:
{
  "formula": "C3H7NOS2",
  "method": "wB97M-V/def2-TZVPD",
  "e_lumo_ev": 0.53,
  "homo_ev": -8.781,
  "total_charge": 0,
  "elements": ["C", "H", "C", "S", "C", "H", "H", "H", "O", "H", "H", "S", "N", "H"],
  "positions_angstrom": [[-1.85, 0.25, 0.67], [-2.82, 0.41, 0.28], [0.76, 0.09, 0.43], [3.34, -0.60, 0.31], [-0.78, -0.44, -0.28], [-1.30, 1.54, -1.41], [1.30, -1.43, -0.58], [3.79, 0.06, -0.81], [0.79, 0.89, 1.31], [-1.37, 1.17, 0.87], [-2.15, -0.22, 1.56], [-0.88, 0.41, -1.91], [1.71, -0.68, -0.11], [-0.55, -1.43, -0.32]]
}

***

model 1 comes first in stability; the runner-up is 38.0 kcal/mol higher.

***

Model 1:
{
  "formula": "C2H12O3S2",
  "method": "wB97M-V/def2-TZVPD",
  "e_lumo_ev": 0.37,
  "homo_ev": -9.161,
  "total_charge": 0,
  "elements": ["H", "S", "C", "O", "H", "H", "S", "H", "C", "O", "H", "H", "H", "H", "H", "H", "H", "H", "O"],
  "positions_angstrom": [[-0.51, 3.71, 3.59], [1.87, -0.53, -1.55], [1.42, -1.90, -2.79], [0.05, 3.14, 4.16], [3.43, -2.21, -3.01], [-5.94, 2.64, 0.70], [2.01, -1.57, 0.34], [0.90, -1.22, -3.61], [2.52, -2.83, -3.06], [-3.68, 2.74, 2.18], [3.23, -2.01, 0.09], [0.60, -2.44, -2.34], [-4.43, 2.18, 2.33], [2.39, -3.75, -2.29], [-5.59, 1.14, 0.83], [-3.62, 3.10, 3.11], [0.91, 3.25, 3.79], [2.30, -3.36, -4.11], [-6.30, 1.73, 0.58]]
}

***

Model 2:
{
  "formula": "C2H12O3S2",
  "method": "wB97M-V/def2-TZVPD",
  "e_lumo_ev": -5.17,
  "homo_ev": -8.869,
  "total_charge": 0,
  "elements": ["H", "H", "S", "O", "H", "S", "H", "H", "H", "H", "C", "C", "O", "H", "H", "H", "H", "H", "O"],
  "positions_angstrom": [[-1.37, -0.99, 1.30], [-0.16, -1.36, -1.02], [-0.93, -2.38, -0.58], [-2.03, 1.73, 0.48], [-2.16, -0.35, -0.18], [1.66, -0.34, -0.27], [-2.84, -1.77, 0.70], [3.74, -1.50, -0.18], [3.89, 0.25, 0.08], [-2.66, 2.39, 0.20], [3.41, -0.52, -0.53], [-1.94, -1.24, 0.39], [-0.29, 0.66, 2.02], [0.35, 1.30, -1.25], [-1.03, 1.16, 1.60], [0.33, 0.47, 1.31], [-1.10, 1.52, -0.83], [3.64, -0.47, -1.58], [-0.52, 1.45, -1.66]]
}

***

model 1 comes first in stability; the runner-up is 120.8 kcal/mol higher.